1.
116
Properties=species:S:1:pos:R:3 method="wB97M-V/def2-TZVPD" s2=0.757 gap_ev="7.36 / 6.43" spin_multiplicity=2 homo_ev="-9.18 / -9.07" total_charge=+1
Os -0.20757 -0.30925 0.04662
C -3.76505 -3.31660 -4.27138
C -2.75372 -3.04700 -3.15578
C -3.51609 -2.65898 -1.89945
C -1.90801 -4.28619 -2.85194
N -1.80870 -1.98909 -3.64402
C -1.11384 -2.21099 -4.82004
C -0.29755 -1.16008 -5.01574
N -0.47788 -0.29218 -3.96426
B 0.38163 0.98342 -3.86494
N -0.40654 2.16052 -3.24724
C -1.28334 2.83698 -4.05235
C -1.93395 3.72664 -3.28433
N -1.44159 3.60996 -1.99791
C -0.53679 2.59200 -1.97807
S 0.42379 1.96658 -0.63039
C -2.03321 4.51329 -0.95307
C -3.38822 3.92703 -0.56217
C -1.14120 4.62118 0.26182
C -2.18363 5.91917 -1.54528
N 1.76165 0.80660 -3.16750
C 2.81154 1.62196 -3.51941
C 3.92796 1.10814 -2.97086
N 3.57165 -0.03381 -2.27811
C 2.23034 -0.19205 -2.40048
S 1.17112 -1.37893 -1.68446
C 4.65352 -0.90243 -1.70253
C 5.54903 -1.33575 -2.86599
C 5.44327 -0.05711 -0.70391
C 4.12847 -2.14962 -1.00846
C -1.39148 -0.80712 -3.12680
S -1.90878 -0.04293 -1.65392
H -4.46113 -4.08662 -3.93929
H -3.29656 -3.66977 -5.18864
H -4.33371 -2.41428 -4.49771
H -4.15100 -3.51044 -1.64634
H -4.14734 -1.78584 -2.04966
H -2.84796 -2.45432 -1.06967
H -2.55104 -5.07104 -2.45327
H -1.14444 -4.04868 -2.10889
H -1.41329 -4.67768 -3.74030
H -1.27044 -3.08281 -5.42548
H 0.39407 -0.94847 -5.81073
H 0.62260 1.28932 -5.00331
H -1.35172 2.63341 -5.10553
H -2.68024 4.44751 -3.54989
H -3.26422 2.91831 -0.16447
H -4.06310 3.87716 -1.41716
H -3.84995 4.55158 0.20283
H -1.03812 3.66231 0.74563
H -1.60380 5.31732 0.96272
H -0.14874 4.99391 0.00676
H -2.92649 5.98611 -2.33672
H -1.22833 6.28134 -1.92645
H -2.50758 6.58825 -0.74863
H 2.67402 2.49061 -4.13842
H 4.94363 1.45029 -3.02809
H 6.02556 -0.48970 -3.36014
H 4.97259 -1.89091 -3.60692
H 6.33585 -1.98650 -2.48583
H 5.85534 0.84122 -1.16183
H 6.27596 -0.64462 -0.31682
H 4.81205 0.24269 0.13163
H 3.54786 -2.77750 -1.67982
H 3.51495 -1.92603 -0.14097
H 5.00026 -2.71713 -0.67767
O -1.95173 -1.17179 0.94329
N -1.98915 -2.45631 1.33193
C -3.20186 -2.96142 1.64255
C -3.32120 -4.24235 2.09652
C -2.16524 -5.02453 2.22574
C -0.94686 -4.49414 1.89388
C -0.84626 -3.16629 1.44013
S 0.62747 -2.40244 1.02771
H -4.02077 -2.27154 1.50585
H -4.29929 -4.62537 2.34626
H -2.23345 -6.04292 2.58291
H -0.03530 -5.06795 1.97633
C -0.57483 1.96813 4.71462
C -0.47166 1.96265 3.18185
C -1.89754 1.98502 2.60597
C 0.24817 3.25470 2.78626
P 0.39883 0.42174 2.47491
C -0.10811 -0.84775 3.72158
C 0.76974 -1.53523 4.55898
C 0.31563 -2.45598 5.49193
C -1.03824 -2.71954 5.61727
C -1.92994 -2.04653 4.79646
C -1.46838 -1.12840 3.86704
C 2.27793 0.64586 2.66193
C 3.02320 -0.62818 2.22677
C 2.71576 1.04766 4.07853
C 2.79868 1.70236 1.66984
H -1.08688 2.88710 5.01259
H 0.40476 1.97052 5.19028
H -1.14344 1.12847 5.10717
H -2.34072 2.96573 2.79591
H -2.53771 1.24925 3.08641
H -1.91853 1.78726 1.53099
H -0.39755 4.09636 3.05066
H 0.45883 3.31308 1.72446
H 1.17618 3.38004 3.33622
H 1.83204 -1.36746 4.50932
H 1.03158 -2.96428 6.12459
H -1.39282 -3.43672 6.34572
H -2.99343 -2.23303 4.87614
H -2.18764 -0.64368 3.22461
H 2.78089 -1.53211 2.77571
H 4.09089 -0.43008 2.35590
H 2.84695 -0.82504 1.16979
H 2.25907 0.45754 4.87000
H 2.50273 2.09402 4.28247
H 3.79906 0.92264 4.15260
H 3.87309 1.81228 1.84130
H 2.66108 1.37231 0.63726
H 2.35360 2.68397 1.77435

***

2.
31
Properties=species:S:1:pos:R:3 method="wB97M-V/def2-TZVPD" gap_ev=10.18 smiles=C1CCOC1.C1CCOC1.ClCCl homo_ev=-9.57
C 12.91785 -3.05262 -13.31066
C 13.71893 -2.29118 -12.25048
C 12.83731 -1.06399 -12.09195
O 12.33444 -0.71683 -13.41892
C 12.47139 -1.90774 -14.24754
H 12.11279 -3.52206 -12.74532
H 13.36579 -3.93134 -13.77468
H 14.68061 -1.92654 -12.61145
H 13.89637 -2.84560 -11.32894
H 13.40729 -0.24719 -11.64917
H 12.10459 -1.33592 -11.33216
H 13.24344 -1.77759 -15.00589
H 11.59698 -2.19366 -14.83214
C 18.25986 -7.64266 -27.78589
C 17.98178 -7.70315 -26.29552
C 18.14480 -9.17386 -25.92271
O 17.95302 -9.81279 -27.18972
C 17.59110 -8.93759 -28.29340
H 19.32451 -7.66507 -28.01854
H 17.88622 -6.72810 -28.24640
H 16.99219 -7.33890 -26.01960
H 18.64322 -7.13254 -25.64359
H 17.38977 -9.51865 -25.21620
H 19.18273 -9.36481 -25.65008
H 16.50407 -8.90872 -28.36844
H 17.93950 -9.23080 -29.28372
C 15.26140 -5.04967 -20.67237
Cl 16.79677 -5.91441 -20.26099
Cl 15.14797 -3.49358 -19.79048
H 15.12074 -4.96218 -21.74971
H 14.40646 -5.64048 -20.34356